(1)
ORCA calculation (the ωB97M-V functional and the def2-TZVPD basis) on a molecular structure, C2HNdO4.

ORCA input file:
```
! RIJCOSX wB97M-V def2-TZVPD def2/J DEFGRID3
* xyz 1 5
O 1.421 2.305 0.385
C 0.256 2.011 0.488
O -0.150 0.752 0.329
C -0.476 -0.226 1.568
O -0.735 0.265 2.626
O -0.186 -1.344 1.115
Nd 0.751 -1.358 -1.175
H -0.591 2.718 0.459
*
```

## Properties
Highest occupied orbital energy (alpha / beta): -0.4717 / -0.5218 hartree
Calculated total energy: -25547.1270 eV
Expectation value of S²: 6.0038
Energy above the lowest of the compared OMol25 structures with the same formula, charge and spin: 0.0 kcal/mol

(2)
ORCA calculation (the ωB97M-V functional and the def2-TZVPD basis) on a molecular structure, F24InN3O12P3S6.

ORCA input file:
```
! RIJCOSX wB97M-V def2-TZVPD def2/J DEFGRID3
* xyz -3 1
In 0.229 1.047 0.574
P 3.668 2.500 1.472
F 3.631 1.299 0.382
F 4.878 1.813 2.442
F 4.789 3.203 0.475
F 3.605 3.850 2.424
F 2.423 3.170 0.641
F 2.496 1.669 2.268
P 2.184 -2.263 1.014
F 2.898 -3.292 -0.093
F 2.798 -0.984 0.310
F 1.018 -1.988 -0.131
F 1.345 -1.251 2.003
F 1.441 -3.556 1.671
F 3.390 -2.383 2.080
P -3.871 1.331 -1.201
F -3.358 1.018 -2.707
F -4.090 -0.293 -0.822
F -2.284 1.392 -0.791
F -4.196 1.861 0.370
F -3.684 2.942 -1.381
F -5.470 1.327 -1.613
N -1.345 -3.422 -2.277
S -2.221 -3.343 -1.036
O -3.563 -2.842 -1.150
O -1.597 -3.106 0.322
F -2.547 -4.956 -0.913
S -1.419 -1.700 -2.509
O -0.839 -0.741 -1.571
O -2.484 -1.330 -3.443
F -0.197 -1.840 -3.494
N 1.623 1.355 -1.891
S 2.306 0.609 -2.999
O 3.772 0.642 -3.142
O 1.559 0.435 -4.249
F 2.088 -0.891 -2.350
S 1.977 2.848 -2.666
O 1.203 3.240 -3.836
O 3.308 3.438 -2.422
F 1.353 3.757 -1.530
N -1.388 -0.017 2.780
S -0.837 -0.375 4.121
O -0.647 -1.780 4.345
O -1.162 0.459 5.318
F 0.676 0.163 3.906
S -3.014 -0.638 3.026
O -3.901 0.497 3.165
O -3.259 -1.896 3.672
F -3.284 -0.981 1.433
*
```

## Properties
Highest occupied orbital energy: -0.1367 hartree
Calculated total energy: -192317.4698 eV
Energy above the lowest of the compared OMol25 structures with the same formula, charge and spin: 174.3 kcal/mol

(3)
ORCA calculation (the ωB97M-V functional and the def2-TZVPD basis) on 3 unconnected molecules or ions with the total composition C38H63BF13INO8PS.

ORCA input file:
```
! RIJCOSX wB97M-V def2-TZVPD def2/J DEFGRID3
* xyz 0 1
C 6.406 -2.473 -2.430
C 5.044 -2.445 -2.924
C 4.397 -1.220 -3.801
C 4.128 -1.825 -5.258
C 3.311 -0.930 -6.300
C 3.346 0.657 -6.092
I 2.293 1.541 -7.833
O 3.314 -0.529 -3.166
C 2.406 -1.321 -2.394
C 2.773 -1.299 -0.792
B 3.906 -0.151 -0.438
O 3.548 1.275 -0.371
O 5.287 -0.457 -0.127
C 0.841 -0.815 -2.468
C 0.445 -0.888 -4.035
C 0.409 -2.358 -4.666
O -0.767 -3.149 -4.331
C -0.398 -4.511 -3.995
O -0.771 -5.459 -4.760
C 0.486 -4.922 -2.723
C 0.509 -6.496 -2.395
C 0.623 0.661 -1.887
C 1.297 1.845 -2.770
C 0.924 3.328 -2.203
F 1.829 4.211 -2.925
F 1.264 3.315 -0.820
C -0.560 3.819 -2.555
F -1.130 2.788 -3.411
F -0.464 4.963 -3.433
C -1.583 3.992 -1.353
F -1.831 2.753 -0.646
F -2.865 4.323 -1.945
C -1.295 5.101 -0.242
F -0.694 4.494 0.924
F -2.598 5.528 0.235
C -0.563 6.444 -0.713
F 0.767 6.275 -1.182
F -1.437 7.051 -1.695
C -0.459 7.574 0.467
F 0.224 7.117 1.617
F 0.381 8.606 -0.101
F -1.700 8.209 0.733
O 0.112 -1.871 -1.792
C -1.276 -1.623 -1.641
O -1.929 -2.951 -1.570
C -1.807 -3.472 -0.251
N -1.465 -3.773 0.878
O -1.646 -0.940 -0.419
C -3.003 -0.389 -0.582
C -3.744 -0.251 0.868
P 5.853 0.055 -3.849
S 7.257 -0.426 -5.103
H 7.285 -2.742 -3.138
H 6.729 -2.187 -1.355
H 4.367 -3.333 -2.659
H 3.520 -2.805 -5.101
H 5.097 -2.175 -5.792
H 3.772 -1.128 -7.349
H 2.194 -1.223 -6.427
H 2.810 1.048 -5.163
H 4.428 1.014 -6.193
H 2.337 -2.437 -2.662
H 3.185 -2.322 -0.479
H 1.875 -1.046 -0.130
H 3.989 1.757 -1.116
H 5.642 0.360 0.318
H -0.618 -0.438 -4.176
H 1.150 -0.252 -4.676
H 1.333 -3.004 -4.470
H 0.371 -2.214 -5.820
H 0.229 -4.372 -1.755
H 1.581 -4.620 -2.976
H 1.538 -6.707 -1.901
H 0.454 -7.179 -3.311
H -0.270 -6.782 -1.587
H -0.495 0.966 -1.808
H 1.034 0.814 -0.812
H 1.106 1.747 -3.898
H 2.452 1.803 -2.656
H -1.797 -1.077 -2.498
H -3.011 0.600 -1.171
H -3.687 -1.110 -1.186
H -3.009 0.149 1.647
H -4.698 0.384 0.752
H -4.119 -1.324 1.103
H 6.412 0.276 -2.542
H 5.259 1.326 -4.235
C 0.125 0.135 3.039
C 0.115 -1.382 3.172
C -0.897 -1.889 4.199
C -0.649 -1.431 5.640
C 0.720 -1.800 6.215
C 0.947 -3.302 6.300
H 0.413 0.621 3.975
H 0.841 0.442 2.273
H -0.862 0.506 2.748
H 1.122 -1.736 3.416
H -0.134 -1.815 2.197
H -0.916 -2.984 4.163
H -1.900 -1.563 3.900
H -1.430 -1.860 6.278
H -0.775 -0.344 5.704
H 0.798 -1.377 7.223
H 1.520 -1.339 5.627
H 0.185 -3.776 6.925
H 1.925 -3.510 6.745
H 0.927 -3.771 5.314
C -6.915 0.761 6.720
C -6.590 1.637 5.519
C -5.562 1.009 4.576
C -4.181 0.759 5.190
C -3.490 1.997 5.764
C -3.199 3.060 4.714
H -6.036 0.588 7.345
H -7.674 1.242 7.343
H -7.306 -0.209 6.400
H -6.246 2.618 5.861
H -7.513 1.815 4.957
H -5.458 1.648 3.692
H -5.955 0.053 4.209
H -3.536 0.316 4.422
H -4.265 0.006 5.981
H -2.542 1.687 6.217
H -4.088 2.431 6.571
H -2.561 2.660 3.921
H -2.679 3.907 5.170
H -4.117 3.442 4.260
*
```

## Properties
Highest occupied orbital energy: -0.3049 hartree
Calculated total energy: -122515.7153 eV
SMILES: C=C[C@@](CCCI)(O[C@@H](CB(O)O)[C@](CCOC(=O)CC)(CCC(F)(F)C(F)(F)C(F)(F)C(F)(F)C(F)(F)C(F)(F)F)O[C@@H](OC#N)OCC)[PH2]=S.CCCCCC.CCCCCC

(4)
ORCA calculation (the ωB97M-V functional and the def2-TZVPD basis) on a molecular structure, CH2NO3S2.

ORCA input file:
```
! RIJCOSX wB97M-V def2-TZVPD def2/J DEFGRID3
* xyz -1 1
C 0.391 -1.438 -0.266
N -0.301 -0.351 -0.177
O 3.856 0.408 -0.140
O 1.561 1.187 0.093
O 1.856 -1.217 -0.472
S 0.018 -3.048 -0.342
S 2.566 -0.070 0.442
H 0.702 0.517 0.055
H -1.318 -0.342 -0.126
*
```

## Properties
Highest occupied orbital energy: -0.1635 hartree
Calculated total energy: -30373.3968 eV
Energy above the lowest of the compared OMol25 structures with the same formula, charge and spin: 25.3 kcal/mol

(5)
ORCA calculation (the ωB97M-V functional and the def2-TZVPD basis) on a molecular structure, C11H18ClN4O4Pt.

ORCA input file:
```
! RIJCOSX wB97M-V def2-TZVPD def2/J DEFGRID3
* xyz 1 1
Pt 0.108 1.188 0.459
C 1.486 1.981 -1.893
C 2.112 0.724 -1.283
N 2.101 0.901 0.208
C 2.570 -0.237 1.053
C 1.418 -1.035 1.621
C 1.563 -2.308 2.096
C 0.431 -2.983 2.566
C -0.813 -2.393 2.474
C -0.898 -1.120 1.947
C -2.588 0.022 0.605
N -1.932 1.323 0.328
C -2.251 1.861 -1.050
C -1.039 1.799 -1.978
N 0.166 2.314 -1.253
N 0.210 -0.423 1.638
H 1.362 1.853 -2.968
H 2.142 2.838 -1.732
H 3.132 0.601 -1.654
H 1.527 -0.168 -1.522
H 2.661 1.716 0.443
H 3.143 0.191 1.877
H 3.234 -0.884 0.481
H 2.529 -2.793 2.063
H 0.520 -3.995 2.937
H -1.725 -2.914 2.725
H -3.648 0.182 0.789
H -2.446 -0.634 -0.252
H -2.273 1.993 1.013
H -2.605 2.884 -0.923
H -3.062 1.280 -1.490
H -1.224 2.391 -2.877
H -0.843 0.763 -2.250
H 0.093 3.322 -1.157
O -2.080 -2.905 -1.165
Cl -0.770 -2.319 -0.836
O 0.333 -3.274 -1.056
O -2.121 -0.560 1.806
O -0.523 -1.183 -1.789
*
```

## Properties
Highest occupied orbital energy: -0.4112 hartree
Calculated total energy: -41607.0716 eV
Energy above the lowest of the compared OMol25 structures with the same formula, charge and spin: 7.0 kcal/mol

(6)
ORCA calculation (the ωB97M-V functional and the def2-TZVPD basis) on 9 unconnected molecules or ions with the total composition C27H53O13P.

ORCA input file:
```
! RIJCOSX wB97M-V def2-TZVPD def2/J DEFGRID3
* xyz 0 1
O 0.620 -0.317 1.049
C 1.129 0.697 0.562
O 1.677 1.868 1.194
C 2.096 2.787 0.134
C 0.955 2.345 -0.948
P -0.643 2.493 0.079
O -1.904 1.530 -0.553
O -1.110 4.122 0.334
O 1.242 0.907 -0.876
H 1.737 3.850 0.394
H 3.177 2.731 -0.203
H 1.024 2.828 -1.974
H -2.296 1.100 0.246
H -0.724 4.360 1.211
C -4.398 0.241 -2.002
C -5.866 -0.083 -1.934
C -6.300 -1.440 -2.420
O -6.673 0.722 -1.500
H -4.232 1.250 -1.619
H -3.833 -0.464 -1.388
H -4.056 0.200 -3.038
H -5.819 -2.219 -1.825
H -6.043 -1.555 -3.475
H -7.382 -1.534 -2.311
C 5.302 2.531 3.183
C 4.664 3.849 2.838
C 4.809 4.971 3.831
O 4.053 4.002 1.797
H 5.117 1.818 2.380
H 6.381 2.659 3.296
H 4.869 2.139 4.107
H 5.866 5.207 3.973
H 4.355 4.687 4.783
H 4.300 5.859 3.452
C -6.405 -3.218 2.683
C -7.069 -2.535 1.517
C -6.865 -1.049 1.376
O -7.744 -3.158 0.719
H -6.638 -4.285 2.658
H -5.321 -3.096 2.619
H -6.778 -2.800 3.620
H -5.802 -0.831 1.253
H -7.258 -0.535 2.255
H -7.399 -0.693 0.493
C -8.970 0.684 -4.308
C -8.869 -0.430 -5.316
C -10.104 -0.758 -6.112
O -7.830 -1.041 -5.483
H -8.007 0.810 -3.809
H -9.229 1.618 -4.810
H -9.722 0.437 -3.556
H -10.414 0.113 -6.694
H -10.907 -1.068 -5.441
H -9.885 -1.578 -6.799
C -1.298 -4.822 0.971
C -1.555 -3.633 1.859
C -0.396 -2.718 2.141
O -2.660 -3.422 2.330
H -2.222 -5.393 0.854
H -0.968 -4.485 -0.014
H -0.542 -5.466 1.424
H -0.027 -2.290 1.210
H 0.399 -3.271 2.645
H -0.726 -1.906 2.792
C 7.419 4.311 0.232
C 7.453 2.805 0.213
C 8.723 2.146 -0.254
O 6.490 2.148 0.562
H 6.443 4.647 0.590
H 8.190 4.691 0.906
H 7.575 4.699 -0.777
H 9.551 2.430 0.398
H 8.935 2.438 -1.285
H 8.603 1.061 -0.215
C 5.762 1.081 -3.684
C 6.884 1.918 -4.241
C 6.658 3.404 -4.337
O 7.931 1.414 -4.599
H 6.065 0.032 -3.674
H 5.540 1.391 -2.660
H 4.875 1.183 -4.312
H 6.475 3.818 -3.343
H 5.811 3.610 -4.994
H 7.548 3.879 -4.755
C 2.944 -6.887 4.269
C 2.310 -5.569 3.911
C 2.462 -4.438 4.894
O 1.699 -5.424 2.870
H 2.755 -7.608 3.471
H 4.024 -6.762 4.379
H 2.511 -7.269 5.196
H 3.520 -4.205 5.031
H 2.007 -4.711 5.848
H 1.956 -3.551 4.506
*
```

## Properties
Highest occupied orbital energy: -0.3009 hartree
Calculated total energy: -64762.4379 eV
SMILES: O=C1OC[C@H](P(O)O)O1.CC(C)=O.CC(C)=O.CC(C)=O.CC(C)=O.CC(C)=O.CC(C)=O.CC(C)=O.CC(C)=O